ORCA calculation (ωB97M-V/def2-TZVPD) on a molecular structure, C5H10N2O2 in a non-equilibrium geometry.

Properties
Max |F|: 1.869 eV/A
Molecular weight: 130.1 g/mol
Total energy: -12418.31179 eV
2S+1: 1
Charge: 0

Last column: Mulliken charge in e.
Geometry (Å):
1 O 0.33 2.16 -0.29  -0.69
2 O -1.70 -0.17 1.33  -0.70
3 N 2.20 0.84 -0.41  -0.49
4 N 0.79 0.75 1.75  -0.63
5 C -0.07 -0.22 -0.74  -0.55
6 C -1.72 -0.35 0.12  0.81
7 C 0.27 -1.53 -0.53  -0.52
8 C -2.64 -0.75 -0.79  -0.90
9 C 0.83 1.05 -0.12  0.74
10 H 0.29 -2.27 -1.32  0.28
11 H 2.67 1.70 -0.66  0.25
12 H 0.43 -1.90 0.47  0.26
13 H -0.22 0.45 1.84  0.37
14 H -2.36 -1.06 -1.78  0.25
15 H -3.68 -0.55 -0.61  0.30
16 H 0.96 1.70 2.06  0.32
17 H -0.26 0.08 -1.76  0.42
18 H 1.42 0.11 2.23  0.26
19 H 2.45 -0.05 -0.80  0.22